Molecular formula: C35H44BFNO3P
Method: DFT, the ωB97M-V functional and the def2-TZVPD basis

Last column: Löwdin charge in e.
Cartesian coordinates (Å):
C (1.44, 0.47, -2.79)  -0.144
N (2.34, 0.70, -3.91)  -0.177
C (3.02, -0.48, -4.41)  -0.393
P (4.81, -0.13, -4.88)  0.893
F (6.51, 0.19, -5.24)  -0.359
C (4.40, 1.16, -6.12)  -0.168
C (5.16, 2.43, -5.87)  -0.601
O (5.06, 3.07, -4.87)  0.103
O (5.80, 2.87, -6.96)  0.113
B (5.24, -1.96, -5.37)  -0.566
C (4.81, -2.60, -6.72)  -0.021
O (5.95, -2.71, -4.49)  0.112
H (1.94, 0.04, -1.90)  0.070
H (0.96, 1.40, -2.50)  0.077
H (0.66, -0.23, -3.10)  0.080
H (3.01, 1.42, -3.66)  0.079
H (3.05, -1.29, -3.66)  0.089
H (2.49, -0.88, -5.29)  0.092
H (5.08, 0.34, -3.59)  0.074
H (3.33, 1.39, -6.06)  0.103
H (4.61, 0.75, -7.11)  0.107
H (6.21, 3.72, -6.73)  0.133
H (4.16, -1.97, -7.35)  0.056
H (5.70, -2.86, -7.31)  0.078
H (4.28, -3.54, -6.52)  0.076
H (6.16, -2.27, -3.66)  0.103
C (1.90, 3.70, 0.47)  -0.095
C (0.86, 4.29, 1.18)  -0.093
C (0.06, 3.52, 2.01)  -0.094
C (0.29, 2.15, 2.12)  -0.096
C (1.32, 1.56, 1.41)  -0.097
C (2.13, 2.34, 0.59)  -0.108
H (2.53, 4.31, -0.17)  0.101
H (0.68, 5.36, 1.10)  0.101
H (-0.75, 3.97, 2.56)  0.087
H (-0.34, 1.55, 2.76)  0.096
H (1.51, 0.50, 1.50)  0.100
H (2.94, 1.88, 0.03)  0.096
C (-4.64, 4.01, 5.38)  -0.095
C (-4.23, 4.66, 4.22)  -0.093
C (-3.70, 3.93, 3.17)  -0.106
C (-3.57, 2.56, 3.27)  -0.101
C (-3.98, 1.90, 4.42)  -0.098
C (-4.51, 2.63, 5.48)  -0.112
H (-5.06, 4.57, 6.20)  0.102
H (-4.33, 5.74, 4.15)  0.101
H (-3.38, 4.44, 2.26)  0.100
H (-3.15, 1.99, 2.44)  0.100
H (-3.88, 0.83, 4.50)  0.101
H (-4.84, 2.12, 6.37)  0.104
C (-7.78, 1.34, 5.27)  -0.098
C (-8.82, 1.91, 5.98)  -0.091
C (-9.62, 1.12, 6.80)  -0.096
C (-9.38, -0.24, 6.90)  -0.093
C (-8.34, -0.82, 6.19)  -0.103
C (-7.54, -0.03, 5.37)  -0.100
H (-7.15, 1.95, 4.64)  0.093
H (-9.01, 2.97, 5.91)  0.101
H (-10.44, 1.57, 7.36)  0.100
H (-10.01, -0.86, 7.53)  0.101
H (-8.15, -1.88, 6.27)  0.091
H (-6.72, -0.47, 4.81)  0.097
C (-7.93, -6.41, 3.17)  -0.099
C (-8.80, -5.59, 2.46)  -0.097
C (-8.85, -4.23, 2.74)  -0.092
C (-8.02, -3.68, 3.71)  -0.095
C (-7.15, -4.50, 4.42)  -0.098
C (-7.10, -5.86, 4.15)  -0.098
H (-7.89, -7.47, 2.96)  0.100
H (-9.44, -6.01, 1.70)  0.100
H (-9.53, -3.59, 2.19)  0.101
H (-8.06, -2.62, 3.93)  0.080
H (-6.51, -4.08, 5.18)  0.098
H (-6.43, -6.50, 4.70)  0.099
C (9.74, -0.70, -4.62)  -0.086
C (11.03, -0.28, -4.37)  -0.096
C (12.02, -1.20, -4.06)  -0.102
C (11.71, -2.56, -4.00)  -0.103
C (10.41, -2.98, -4.24)  -0.096
C (9.43, -2.06, -4.56)  -0.088
H (8.96, 0.01, -4.86)  0.085
H (11.28, 0.78, -4.42)  0.099
H (13.03, -0.87, -3.87)  0.098
H (12.48, -3.28, -3.75)  0.098
H (10.17, -4.04, -4.19)  0.099
H (8.42, -2.38, -4.76)  0.082

Summary:
- energy relative to the best compared isomer or geometry (same formula, charge and spin) (kJ/mol) = 0.0
- orbital gap (eV) = 9.33
- structure (SMILES) = CNC[PH](F)(CC(=O)O)B(C)O.c1ccccc1.c1ccccc1.c1ccccc1.c1ccccc1.c1ccccc1
- 2S+1 = 1

---

Molecular formula: C35H44CaN3O3S3Si
Method: DFT, the ωB97M-V functional and the def2-TZVPD basis

Last column: Löwdin charge in e.
Cartesian coordinates (Å):
Ca (0.63, -0.98, 0.00)  1.310
C (0.67, 3.69, 2.31)  -0.512
C (1.49, 4.29, 1.20)  -0.522
S (1.47, 3.13, -0.22)  0.736
C (1.27, 4.38, -1.58)  -0.487
C (-0.20, 4.47, -1.90)  -0.498
S (-0.98, 2.86, -1.43)  0.781
C (-2.34, 3.29, -0.28)  -0.515
C (-1.93, 3.41, 1.16)  -0.515
S (-0.49, 2.41, 1.65)  0.770
H (0.08, 4.39, 2.90)  0.064
H (1.31, 3.13, 3.03)  0.067
H (2.56, 4.39, 1.47)  0.062
H (1.19, 5.32, 0.94)  0.078
H (1.87, 3.98, -2.42)  0.072
H (1.68, 5.36, -1.30)  0.068
H (-0.37, 4.56, -3.00)  0.074
H (-0.72, 5.29, -1.41)  0.072
H (-3.09, 2.52, -0.44)  0.050
H (-2.75, 4.24, -0.65)  0.069
H (-2.69, 3.01, 1.84)  0.048
H (-1.73, 4.47, 1.44)  0.087
C (3.90, 0.91, 2.09)  -0.039
C (2.94, 0.03, 2.82)  -0.330
C (2.83, 0.06, 4.22)  -0.064
C (1.95, -0.83, 4.88)  -0.073
C (1.22, -1.73, 4.12)  -0.046
C (1.33, -1.66, 2.68)  -0.429
N (2.13, -0.76, 2.07)  0.078
N (0.67, -2.51, 1.84)  -0.236
Si (-0.46, -3.72, 2.40)  0.483
C (-1.45, -4.50, 0.96)  -0.162
C (-1.63, -2.77, 3.61)  -0.174
C (0.61, -5.14, 3.07)  -0.171
H (4.95, 0.62, 2.39)  0.100
H (3.85, 1.96, 2.34)  0.060
H (3.72, 0.78, 1.00)  0.050
H (3.47, 0.76, 4.78)  0.102
H (1.88, -0.81, 5.96)  0.096
H (0.60, -2.49, 4.57)  0.065
H (-2.33, -3.92, 0.68)  0.012
H (-1.85, -5.47, 1.30)  0.027
H (-0.90, -4.69, 0.05)  0.019
H (-1.50, -1.69, 3.52)  0.032
H (-1.45, -3.04, 4.67)  0.025
H (-2.66, -3.01, 3.38)  0.008
H (0.98, -5.76, 2.25)  0.027
H (0.02, -5.75, 3.74)  0.014
H (1.47, -4.75, 3.60)  0.012
C (-6.11, 0.82, 1.24)  -0.089
O (-6.12, 0.06, 0.03)  -0.090
C (-4.92, -0.43, -0.42)  -0.272
C (-5.06, -1.26, -1.58)  -0.031
C (-3.96, -1.81, -2.17)  -0.038
C (-2.66, -1.58, -1.63)  -0.108
C (-1.49, -2.16, -2.20)  -0.383
C (-1.66, -2.97, -3.46)  -0.017
O (-0.35, -2.02, -1.69)  -0.155
C (-2.53, -0.69, -0.47)  -0.305
O (-1.36, -0.24, -0.05)  -0.302
C (-3.70, -0.24, 0.17)  0.028
H (-7.17, 1.04, 1.44)  0.091
H (-5.59, 1.77, 1.12)  0.083
H (-5.74, 0.26, 2.14)  0.105
H (-6.06, -1.45, -1.98)  0.108
H (-4.10, -2.46, -3.04)  0.108
H (-2.39, -3.80, -3.35)  0.089
H (-0.65, -3.39, -3.68)  0.101
H (-2.06, -2.37, -4.28)  0.087
H (-3.65, 0.38, 1.05)  0.104
C (1.75, 1.53, -5.48)  -0.127
C (0.68, 1.17, -4.63)  -0.111
C (0.99, 0.61, -3.42)  -0.079
C (2.32, 0.47, -2.93)  -0.238
C (2.62, -0.04, -1.66)  -0.147
C (3.93, -0.25, -1.30)  -0.194
C (5.01, 0.10, -2.15)  -0.118
C (4.76, 0.59, -3.40)  -0.080
C (3.40, 0.83, -3.81)  -0.179
C (3.05, 1.37, -5.07)  -0.077
H (1.54, 1.97, -6.46)  0.086
H (-0.36, 1.23, -4.93)  0.094
H (0.20, 0.23, -2.77)  0.077
H (4.16, -0.74, -0.36)  0.058
H (6.02, 0.00, -1.71)  0.096
H (5.58, 0.90, -4.05)  0.091
H (3.90, 1.70, -5.72)  0.106
N (2.20, -3.52, 0.05)  -0.051
C (2.78, -4.23, -0.69)  -0.163
H (1.64, -3.05, 0.99)  -0.006

Summary:
- total charge = -1
- energy relative to the best compared isomer or geometry (same formula, charge and spin) (kJ/mol) = 0.0
- orbital gap (eV) = 5.90
- 2S+1 = 1

---

Molecular formula: C35H44Cl2F7N3O4S
Method: DFT, the ωB97M-V functional and the def2-TZVPD basis

Last column: Löwdin charge in e.
Cartesian coordinates (Å):
C (2.59, -4.30, 7.36)  -0.118
C (1.81, -3.49, 6.19)  -0.608
Cl (0.37, -4.40, 5.47)  0.586
C (2.19, -2.19, 5.75)  -0.593
Cl (3.64, -1.31, 6.43)  0.602
C (1.30, -1.48, 4.61)  -0.125
C (-0.10, -0.89, 5.06)  0.090
C (-0.95, -0.25, 3.94)  0.001
C (-0.46, -0.18, 2.46)  0.029
C (0.91, -0.70, 2.01)  -0.095
S (1.43, -0.50, 0.24)  0.828
O (1.86, -1.86, -0.24)  -0.314
O (0.35, -0.02, -0.68)  -0.293
C (2.77, 0.79, 0.23)  -0.300
F (3.42, 0.89, 1.51)  0.052
F (2.10, 2.06, 0.08)  0.042
C (3.84, 0.71, -0.96)  -0.202
F (4.30, -0.59, -1.27)  0.097
F (5.00, 1.42, -0.49)  0.070
C (3.40, 1.52, -2.30)  -0.296
F (4.29, 1.06, -3.32)  0.080
F (3.65, 2.91, -2.18)  0.104
F (2.10, 1.21, -2.74)  0.110
C (1.81, -1.39, 3.12)  -0.034
C (3.23, -1.97, 2.71)  -0.161
C (3.37, -3.57, 2.81)  -0.179
C (2.98, -4.35, 1.45)  -0.208
C (4.01, -4.08, 0.24)  -0.199
C (3.33, -4.74, -1.09)  -0.290
N (4.18, -4.58, -2.32)  -0.046
C (-1.68, 0.52, 1.72)  -0.284
O (-2.22, 0.37, 0.61)  0.101
N (-2.15, 1.44, 2.81)  -0.012
C (-3.28, 2.35, 2.47)  -0.147
C (-2.80, 3.36, 1.29)  -0.199
C (-3.41, 4.83, 1.40)  -0.189
C (-2.82, 5.80, 0.21)  -0.198
C (-1.97, 5.00, -0.89)  -0.244
C (-1.50, 5.88, -2.15)  -0.195
C (-1.58, 4.89, -3.45)  -0.214
C (-0.51, 3.67, -3.35)  -0.214
C (-0.87, 2.43, -4.30)  -0.212
C (-1.96, 1.42, -3.67)  -0.197
C (-2.72, 0.53, -4.80)  -0.178
C (-2.28, -1.02, -4.79)  -0.175
N (-3.07, -1.86, -3.85)  -0.165
C (-4.03, -1.48, -2.83)  -0.069
C (-4.52, -2.75, -2.10)  -0.087
C (-3.79, -3.98, -2.76)  -0.076
C (-2.89, -3.31, -3.85)  -0.085
C (-2.37, 0.47, 3.92)  -0.287
O (-3.40, 0.32, 4.61)  0.088
H (3.00, -5.30, 6.99)  0.086
H (3.41, -3.67, 7.82)  0.056
H (1.77, -4.53, 8.14)  0.087
H (-0.48, -0.91, 6.13)  0.126
H (4.02, -1.52, 3.42)  0.116
H (3.55, -1.67, 1.65)  0.083
H (2.85, -4.02, 3.74)  0.089
H (4.50, -3.79, 2.97)  0.121
H (1.91, -4.05, 1.16)  0.111
H (3.01, -5.49, 1.69)  0.119
H (4.13, -2.96, -0.01)  0.083
H (5.07, -4.48, 0.42)  0.115
H (2.33, -4.19, -1.30)  0.107
H (3.06, -5.85, -0.93)  0.120
H (3.87, -3.74, -2.83)  0.061
H (3.98, -5.42, -2.89)  0.061
H (-4.24, 1.82, 2.13)  0.141
H (-3.47, 3.02, 3.39)  0.137
H (-1.65, 3.42, 1.37)  0.121
H (-3.09, 2.81, 0.31)  0.110
H (-3.10, 5.32, 2.41)  0.113
H (-4.54, 4.82, 1.28)  0.110
H (-2.11, 6.58, 0.68)  0.112
H (-3.67, 6.39, -0.28)  0.107
H (-2.64, 4.16, -1.33)  0.104
H (-1.01, 4.56, -0.43)  0.111
H (-2.12, 6.82, -2.34)  0.106
H (-0.37, 6.12, -2.05)  0.115
H (-1.47, 5.46, -4.44)  0.110
H (-2.62, 4.38, -3.49)  0.103
H (0.51, 4.08, -3.69)  0.112
H (-0.38, 3.27, -2.29)  0.104
H (-1.26, 2.75, -5.34)  0.110
H (0.07, 1.79, -4.51)  0.107
H (-1.45, 0.64, -2.98)  0.108
H (-2.76, 1.96, -3.05)  0.104
H (-2.47, 0.92, -5.86)  0.107
H (-3.86, 0.58, -4.66)  0.104
H (-1.15, -1.12, -4.57)  0.133
H (-2.43, -1.49, -5.84)  0.126
H (-4.31, -0.39, -2.63)  0.100
H (-5.26, -2.82, -1.23)  0.072
H (-3.88, -5.07, -2.49)  0.072
H (-2.17, -3.81, -4.58)  0.102

Summary:
- orbital gap (eV) = 6.02
- 2S+1 = 1